A 3-piece molecular cluster, C35H77O15P3S overall in a non-equilibrium geometry. Source: the OMol25 dataset; level of theory: ωB97M-V/def2-TZVPD.

- E_HOMO (eV) = -10.41
- HOMO-LUMO gap (eV) = 10.607
- F_max (Eh/bohr) = 0.080
- structure (SMILES) = CCCCCCCCCCCCCCCCCCCC[C@H]1OS(=O)(=O)O[C@H]1CP(=O)(O)O.CCOP(=O)(OCC)OCC.CCOP(=O)(OCC)OCC
- net charge = 0

The geometry in XYZ format:
```
131
Properties=species:S:1:pos:R:3:forces:R:3:mulliken_charge:R:1
C -3.487354 -4.609288 4.641898 0.0 0.1 -0.1 -1.245
C -2.816674 -5.651233 3.719702 0.1 -0.1 0.9 0.777
C -3.230013 -7.090932 4.067269 -0.6 0.0 -0.4 -0.744
C -3.285993 -8.068622 2.885717 0.5 -0.1 0.4 -0.953
C -2.039835 -8.121045 1.983400 -0.2 -0.2 -0.5 -0.850
C -2.068798 -7.156706 0.770486 0.3 0.3 0.7 -0.654
C -0.976713 -6.072103 0.846479 0.1 -0.3 -0.3 0.458
C 0.286106 -6.449029 0.068271 -0.1 0.6 0.0 -0.907
C 1.340267 -5.333102 0.121585 -0.1 -0.4 -0.4 -0.985
C 0.992148 -4.194841 -0.864580 1.1 0.0 0.5 -0.046
C 1.514256 -2.819236 -0.393926 -0.5 0.1 0.6 -0.777
C 0.473040 -1.665607 -0.476788 0.5 -0.5 -0.7 1.002
C 0.897122 -0.476915 -1.369773 0.5 -0.2 0.4 -1.160
C 1.137587 0.838142 -0.601480 -0.4 -0.1 -0.6 -0.729
C 0.039209 1.285296 0.368866 0.1 0.5 0.0 -0.537
C -1.122233 2.065579 -0.254387 -0.1 -0.1 0.4 -0.803
C -2.107792 1.266437 -1.111365 -0.2 0.2 0.1 -0.124
C -3.283609 0.683945 -0.318329 0.0 0.0 -0.4 -0.835
C -4.188060 -0.121576 -1.257645 0.1 -0.1 -0.4 -1.378
C -3.645590 -1.538109 -1.574222 -0.2 0.7 0.8 0.679
C -4.409647 -2.693899 -0.925145 0.6 -0.9 0.4 0.422
O -5.339784 -2.321437 0.107797 0.0 0.3 -0.4 -0.387
S -6.543346 -3.355630 0.212920 -0.9 0.4 0.4 1.061
O -6.218653 -4.433644 1.077844 0.5 -0.1 -0.3 -0.533
O -7.726882 -2.617628 0.460036 0.0 0.0 -0.2 -0.591
O -6.531184 -3.818696 -1.312420 0.3 0.7 0.2 -0.473
C -5.178779 -3.726112 -1.792941 0.5 -1.5 -0.6 0.581
C -5.182163 -3.654472 -3.323349 -0.3 0.8 -0.2 -1.109
P -4.268230 -5.026689 -4.041912 -0.8 -1.4 0.4 0.933
O -4.830385 -6.311244 -3.612045 0.2 0.0 0.1 -0.637
O -4.396619 -4.846099 -5.618883 0.6 0.6 0.1 -0.518
O -2.722888 -4.895745 -3.615712 -0.3 0.6 -0.1 -0.475
H -4.201307 -5.070868 5.325425 0.0 0.0 0.0 0.346
H -2.755994 -4.084384 5.257464 0.0 0.0 0.0 0.320
H -4.033927 -3.857012 4.072013 0.0 0.0 0.0 0.262
H -3.021623 -5.424024 2.675693 0.0 0.0 0.0 -0.341
H -1.742955 -5.574323 3.901536 0.1 0.1 -0.5 0.137
H -2.612568 -7.507913 4.866928 0.2 0.1 -0.1 0.241
H -4.244518 -7.051182 4.477412 0.0 -0.1 0.1 0.419
H -4.176443 -7.864527 2.285738 0.1 0.0 -0.1 0.347
H -3.423042 -9.067209 3.310735 -0.1 0.0 0.0 0.354
H -1.123313 -7.946375 2.554754 -0.1 0.0 0.1 0.473
H -1.969472 -9.145188 1.608766 0.1 0.0 0.0 0.373
H -3.043953 -6.666853 0.745472 -0.1 -0.1 -0.2 0.198
H -1.941789 -7.716426 -0.157038 -0.1 0.0 -0.1 0.522
H -0.671468 -5.903386 1.881311 -0.2 0.1 0.1 0.095
H -1.374703 -5.120489 0.478346 0.1 0.0 0.0 -0.356
H 0.686702 -7.393348 0.444279 0.0 0.0 0.0 0.416
H 0.023347 -6.580779 -0.987102 0.0 -0.3 0.0 0.364
H 1.450809 -4.951889 1.139764 -0.1 0.0 0.0 0.462
H 2.297223 -5.769954 -0.175421 0.1 0.1 0.2 0.356
H -0.088908 -4.188736 -1.006477 0.0 0.2 -0.2 -0.134
H 1.514042 -4.443810 -1.790671 -0.5 0.0 -0.3 0.344
H 2.442183 -2.535406 -0.892443 0.0 -0.1 -0.1 0.320
H 1.775742 -2.940849 0.660260 0.1 0.1 0.0 0.229
H 0.271602 -1.356699 0.544971 -0.3 0.2 -0.1 0.296
H -0.423010 -2.112791 -0.914996 -0.2 0.2 0.3 -0.897
H 1.855572 -0.751684 -1.820143 0.0 0.1 -0.1 0.532
H 0.220909 -0.352793 -2.215824 -0.2 0.1 0.2 0.481
H 2.111896 0.772630 -0.112304 -0.1 -0.1 0.3 0.382
H 1.237489 1.637848 -1.344637 0.2 0.0 0.0 0.294
H -0.389430 0.473607 0.960914 0.2 -0.1 0.0 0.286
H 0.514459 1.964113 1.083738 -0.1 -0.1 0.1 0.268
H -0.758277 2.946983 -0.787911 0.2 -0.1 -0.1 0.346
H -1.697368 2.472895 0.585637 0.0 0.1 -0.1 0.356
H -1.646257 0.441248 -1.658543 0.3 0.2 -0.1 -0.005
H -2.528442 1.955960 -1.849207 0.0 -0.2 -0.1 0.295
H -3.872588 1.508883 0.087472 0.1 0.0 0.2 0.406
H -2.912649 0.063104 0.503082 -0.1 0.0 0.1 0.352
H -5.210412 -0.156851 -0.885677 0.0 -0.1 0.0 0.611
H -4.208084 0.417633 -2.208514 -0.2 0.1 0.1 0.409
H -2.637237 -1.575621 -1.156112 0.0 -0.1 -0.1 -0.825
H -3.533072 -1.663335 -2.650469 -0.2 -0.2 0.0 0.479
H -3.654752 -3.289400 -0.404445 0.0 0.0 0.0 0.057
H -4.729358 -4.697710 -1.561599 -0.1 0.0 0.2 0.079
H -6.212478 -3.829684 -3.641066 0.0 -0.1 -0.1 0.464
H -4.899421 -2.683137 -3.731593 0.0 0.0 0.1 0.431
H -4.055165 -5.632310 -6.069134 -0.2 0.0 -0.1 0.358
H -2.575131 -4.103948 -3.080525 0.3 -0.1 -0.2 0.333
O 7.410454 3.265430 -0.415880 1.8 -0.5 -0.6 -0.716
P 7.400704 2.161065 0.548903 -3.4 0.4 2.2 0.809
O 6.371755 1.012038 0.150089 0.5 -0.2 -0.2 -0.230
C 6.548353 0.299025 -1.082412 0.0 -0.1 -0.3 -0.210
C 7.751667 -0.624092 -1.064925 0.1 0.1 0.1 -0.987
O 6.674156 2.683441 1.885539 0.3 0.0 0.1 -0.350
C 6.216485 4.030461 2.005789 -0.2 0.3 -0.1 -0.444
C 4.784003 4.171507 1.533458 -0.2 -0.2 0.1 -0.912
O 8.535467 1.331293 1.288000 1.1 0.4 -1.3 -0.268
C 9.902700 1.801641 1.247136 0.2 0.1 0.0 -0.234
C 10.056822 3.175845 1.865258 -0.2 0.1 0.0 -1.105
H 6.619919 1.012583 -1.907142 0.0 0.0 0.0 0.302
H 5.636990 -0.280080 -1.223662 0.0 0.1 0.1 0.204
H 8.685780 -0.059601 -1.046430 0.0 0.0 0.0 0.227
H 7.758680 -1.250469 -1.957325 0.0 0.0 0.0 0.414
H 7.734785 -1.262016 -0.181501 0.0 0.0 0.0 0.253
H 6.873988 4.711398 1.464604 0.0 -0.1 -0.1 0.323
H 6.291520 4.287545 3.063386 0.0 -0.1 0.0 0.377
H 4.629151 3.671381 0.577264 0.1 0.1 -0.1 0.305
H 4.507698 5.221583 1.432971 0.0 0.0 0.0 0.314
H 4.102803 3.703628 2.246876 0.0 0.0 0.0 0.293
H 10.253639 1.802627 0.212392 -0.1 0.0 0.0 0.294
H 10.490727 1.066585 1.792430 -0.1 -0.1 0.0 0.354
H 9.522733 3.932186 1.286272 0.0 0.0 0.0 0.304
H 11.109106 3.458366 1.897864 0.0 0.0 0.0 0.412
H 9.652480 3.188042 2.877538 0.1 0.0 0.0 0.273
O -1.830784 6.688758 -0.478372 -1.7 1.0 -0.3 -0.708
P -1.020075 7.882461 -0.743586 3.9 -1.0 0.8 0.981
O -0.212954 7.777803 -2.111830 -0.4 0.3 -0.2 -0.341
C -0.928910 7.650659 -3.348853 -0.1 -0.1 -0.3 -0.323
C -1.660728 8.919596 -3.742030 0.0 0.1 0.2 -0.924
O 0.223871 7.866804 0.277053 -0.2 0.2 0.1 -0.374
C 0.358478 6.841993 1.261347 0.0 -0.3 0.1 -0.401
C 1.159717 5.667433 0.740036 0.3 0.0 -0.1 -0.741
O -1.292491 9.444242 -0.651504 -1.7 -0.3 -0.3 -0.325
C -2.480990 9.922007 0.020552 -0.2 0.1 0.2 -0.226
C -2.526645 9.502887 1.475343 0.2 -0.1 0.1 -1.091
H -1.623045 6.809055 -3.281302 0.0 0.0 0.1 0.273
H -0.181141 7.403794 -4.100537 0.1 0.0 0.1 0.323
H -2.495908 9.122228 -3.068912 0.0 0.0 0.0 0.203
H -2.061838 8.825450 -4.751462 0.0 0.0 0.0 0.408
H -0.990643 9.778092 -3.703134 0.0 0.0 -0.1 0.254
H -0.621148 6.517176 1.613530 -0.1 0.0 -0.2 0.318
H 0.867696 7.294866 2.113320 0.0 0.1 -0.1 0.353
H 0.836371 5.356328 -0.253725 -0.2 0.0 0.1 0.251
H 1.076614 4.814765 1.416157 0.0 0.0 0.0 0.302
H 2.213363 5.936035 0.649242 0.0 0.0 0.0 0.167
H -3.365543 9.564290 -0.511864 0.0 0.0 0.0 0.291
H -2.461428 11.006143 -0.066897 0.2 0.0 -0.1 0.355
H -2.612603 8.418515 1.572144 -0.1 0.0 0.0 0.289
H -3.386639 9.953840 1.970507 0.0 0.0 0.0 0.413
H -1.616535 9.809593 1.991063 0.0 0.1 0.0 0.273
```
Positions in Å, forces in eV/Å.